1.
ORCA calculation (ωB97M-V/def2-TZVPD) on 2 unconnected molecules or ions with the total composition C8H11NO4S in a non-equilibrium geometry.

Last column: natural (NBO) charge in e.
Geometry (Å):
C: 3.33950 -0.11863 -0.46520  0.785
C: 1.72951 1.39790 0.53269  0.786
C: 2.27425 -0.68922 -1.29955  -0.539
C: 0.69704 0.37516 0.92828  -0.250
C: 1.19870 -1.41422 -0.33710  -0.243
C: -0.54426 0.39184 -0.13480  -0.093
C: -0.51640 1.57014 -1.05072  -0.654
C: -1.95760 0.34382 0.55010  -0.639
N: 1.28810 -0.89856 0.97389  -0.125
O: 2.98850 1.07078 0.16722  -0.499
O: 4.44002 -0.47878 -0.27619  -0.498
O: 1.59166 2.60439 0.81500  -0.535
O: 0.14075 -2.12486 1.87803  -0.622
S: -0.36094 -1.20850 -1.09284  0.234
H: 1.68679 0.14258 -1.71956  0.246
H: 2.74017 -1.46467 -2.06417  0.279
H: 0.29590 0.65496 1.82690  0.275
H: 1.46211 -2.56288 -0.36850  0.265
H: -1.04438 2.39583 -0.55810  0.226
H: -1.05036 1.34265 -2.00284  0.232
H: 0.50055 1.93189 -1.33567  0.218
H: -2.11547 1.41164 0.81312  0.214
H: -2.13621 -0.47826 1.24591  0.248
H: -2.75208 0.14620 -0.19533  0.222
H: 0.92013 -2.59972 2.31042  0.469

Properties
* HOMO-LUMO gap (alpha / beta): 7.88 / 7.88 eV
* charge: 0
* HOMO energy (alpha / beta): -9.212 / -9.212 eV
* LUMO energy (alpha / beta): -1.34 / -1.33 eV
* total energy: -28985.5040 eV
* relative energy (zero: lowest compared OMol25 entry of this formula, charge and spin): 4.261 eV
* maximum force: 5.42 eV/Å


2.
ORCA calculation (ωB97M-V/def2-TZVPD) on 2 unconnected molecules or ions with the total composition C3H8O2 in a non-equilibrium geometry.

Last column: natural (NBO) charge in e.
Geometry (Å):
C: 0.85484 -2.07959 -0.17986  -0.590
C: 0.04704 -1.99885 0.88032  0.178
O: -0.77507 -0.95379 1.15875  -0.695
H: 1.13598 -3.08928 -0.45858  0.202
H: 1.47495 -1.33092 -0.65507  0.212
H: 0.12312 -2.66994 1.73006  0.182
H: -0.42313 -0.17188 0.69278  0.498
C: -0.72229 2.00957 -0.74089  -0.256
O: 0.21251 1.59947 0.26228  -0.751
H: -0.21598 2.62412 -1.47819  0.175
H: -1.30745 1.18578 -1.12381  0.192
H: -1.41062 2.73549 -0.28866  0.169
H: 1.00609 2.13982 0.20087  0.485

Properties
* HOMO-LUMO gap: 9.03 eV
* charge: 0
* HOMO energy: -8.388 eV
* LUMO energy: 0.64 eV
* SMILES: C=CO.CO
* total energy: -7333.5547 eV
* relative energy (zero: lowest compared OMol25 entry of this formula, charge and spin): 2.496 eV
* maximum force: 1.90 eV/Å


3.
ORCA calculation (ωB97M-V/def2-TZVPD) on C3H3ClIN in the gas phase in a non-equilibrium geometry.

Last column: natural (NBO) charge in e.
Geometry (Å):
C: -1.17016 -0.69878 -0.54797  0.165
C: 0.45891 0.52736 0.89087  -0.430
C: 0.09739 -0.11199 -0.86078  -0.423
N: -2.19359 -1.21320 -0.37433  -0.310
Cl: 0.01745 1.30940 -2.05396  0.018
I: 0.84598 -1.21697 2.03596  0.292
H: 1.34269 1.12364 0.83909  0.213
H: -0.31183 1.17423 1.12851  0.211
H: 0.91316 -0.89370 -1.05738  0.263

Properties
* spin multiplicity: 3
* HOMO-LUMO gap (alpha / beta): 5.06 / 5.45 eV
* charge: 0
* HOMO energy (alpha / beta): -5.396 / -10.331 eV
* LUMO energy (alpha / beta): -0.33 / -4.88 eV
* total energy: -25265.4760 eV
* relative energy (zero: lowest compared OMol25 entry of this formula, charge and spin): 1.944 eV
* maximum force: 6.01 eV/Å


4.
ORCA calculation (ωB97M-V/def2-TZVPD) on a molecular structure, C12H36ClO6S2 in a non-equilibrium geometry.

Last column: natural (NBO) charge in e.
Geometry (Å):
Cl: -0.11253 0.01935 -0.55602  -0.759
C: 2.74474 4.89573 0.72415  -0.616
C: 2.56623 3.35001 0.48253  -0.070
O: 1.18489 2.96197 0.16298  -0.727
H: 2.12241 5.43240 0.13964  0.208
H: 3.86252 5.26354 0.50920  0.191
H: 2.44230 5.26795 1.70022  0.201
H: 2.84633 2.82788 1.37695  0.166
H: 3.19503 3.04818 -0.36803  0.155
H: 1.17822 2.05261 0.22985  0.483
C: 1.63692 0.70603 -4.25251  -0.616
C: 2.66038 -0.23973 -3.67057  -0.059
O: 1.94920 -1.16391 -2.94814  -0.737
H: 0.99846 0.21702 -5.04720  0.192
H: 2.07292 1.63303 -4.66407  0.192
H: 0.89507 0.83911 -3.65887  0.213
H: 3.14533 0.21448 -2.80738  0.155
H: 3.41199 -0.51353 -4.37843  0.170
H: 1.44936 -0.83617 -2.30185  0.490
C: -0.64308 0.82810 4.40190  -0.626
C: -0.76542 0.57802 2.96525  -0.110
O: 0.56877 0.45644 2.36388  -0.771
H: 0.07947 1.76849 4.65473  0.210
H: -0.37600 -0.02053 5.07898  0.213
H: -1.66575 1.16354 4.79509  0.203
H: -1.37225 1.45433 2.61848  0.179
H: -1.16272 -0.41683 2.68574  0.190
H: 0.37089 0.31982 1.50385  0.484
C: -1.51344 -2.87716 -3.62230  -0.592
C: -1.08283 -1.48530 -3.18703  -0.087
O: -1.71102 -1.23407 -1.91411  -0.797
H: -1.17779 -3.10169 -4.66030  0.186
H: -2.67274 -2.82615 -3.63904  0.181
H: -1.38910 -3.60240 -2.96891  0.195
H: -1.13547 -0.80700 -3.99976  0.138
H: -0.03395 -1.53146 -3.06648  0.174
H: -1.28541 -0.45140 -1.41348  0.420
C: 1.66763 -2.30211 1.37988  -0.951
S: 1.18718 -1.87591 2.96170  1.303
O: 0.60660 -3.13672 3.56675  -1.020
C: 2.87209 -1.80174 3.73498  -0.773
H: 2.13534 -3.32835 1.26987  0.240
H: 2.36354 -1.57449 0.73352  0.259
H: 0.68994 -2.40550 0.60639  0.295
H: 3.36545 -1.23144 3.04973  0.212
H: 3.49681 -2.78310 3.69630  0.213
H: 2.63638 -1.50066 4.63778  0.208
C: -5.30455 -1.27666 -0.34679  -0.835
S: -4.26553 0.12873 -0.77599  1.263
O: -5.29860 1.25940 -1.11499  -1.002
C: -3.54298 0.53857 0.77903  -0.891
H: -4.65058 -2.08462 -0.05628  0.233
H: -5.48645 -1.68770 -1.32070  0.246
H: -6.04122 -1.08906 0.47833  0.236
H: -4.08477 0.46706 1.67851  0.217
H: -3.02405 1.49349 0.89166  0.264
H: -2.60416 0.00011 0.88141  0.265

Properties
* HOMO-LUMO gap: 8.07 eV
* charge: -1
* HOMO energy: -5.307 eV
* LUMO energy: 2.76 eV
* total energy: -59499.4151 eV
* relative energy (zero: lowest compared OMol25 entry of this formula, charge and spin): 2.092 eV
* maximum force: 8.26 eV/Å


5.
ORCA calculation (ωB97M-V/def2-TZVPD) on a molecular structure, C7H24GdN4O5 in a non-equilibrium geometry.

Last column: Löwdin spin population.
Geometry (Å):
O: 2.62727 1.09144 -0.82860  0.089
H: 3.33991 1.49630 -1.36231  0.001
Gd: 0.67334 0.24095 0.23209  5.707
N: -1.42579 -0.10667 -0.63172  0.240
N: 0.64815 -0.66018 -1.79862  0.209
O: -2.56732 0.33308 0.11804  0.039
O: 1.93532 -1.11337 -2.27603  0.034
C: -1.64527 -0.71862 -1.82979  0.194
C: -0.43942 -1.04261 -2.49576  0.167
C: -2.96830 -1.13465 -2.35690  0.029
C: -0.35528 -1.76697 -3.78483  0.022
H: -3.82257 -0.63136 -1.88874  0.000
H: -3.10109 -2.22611 -2.25281  0.012
H: -3.02298 -0.93918 -3.44005  0.006
H: 0.69113 -2.00990 -3.99100  0.000
H: -0.73488 -1.15500 -4.61869  0.008
H: -0.93647 -2.70216 -3.74831  0.006
H: -3.23431 -0.35993 -0.05923  0.002
H: 2.53463 -0.37343 -1.98139  0.002
O: 0.83120 -2.26596 0.80412  0.018
H: -0.02792 -2.70969 0.95023  0.002
H: 1.23218 -2.77820 0.06433  0.001
C: 1.39346 2.27103 -0.63427  0.095
H: 1.22734 2.43257 0.47241  0.033
H: 0.46167 1.98637 -1.21047  0.023
H: 1.82160 3.19518 -1.03892  0.002
O: -3.24716 3.16594 1.27426  0.008
H: -2.94867 2.26050 1.03439  0.001
H: -2.58154 3.77148 0.90422  0.002
N: 2.41495 0.11719 2.02815  0.002
C: 1.88214 -0.18120 3.40540  0.002
C: 0.56810 0.51175 3.65050  0.005
N: -0.38954 0.36654 2.48130  0.023
H: 3.09874 -0.60511 1.74736  0.001
H: 2.94546 0.99005 2.00690  0.001
H: 1.77463 -1.26304 3.48457  0.000
H: 2.60767 0.16079 4.14945  0.000
H: 0.08531 0.09038 4.54259  0.000
H: 0.70156 1.58443 3.80813  0.002
H: -1.06915 1.14722 2.48501  0.009
H: -0.97814 -0.46983 2.58502  0.003

Properties
* spin multiplicity: 8
* HOMO-LUMO gap (alpha / beta): 5.15 / 7.92 eV
* charge: +1
* HOMO energy (alpha / beta): -8.267 / -10.954 eV
* LUMO energy (alpha / beta): -3.12 / -3.03 eV
* total energy: -44667.3363 eV
* relative energy (zero: lowest compared OMol25 entry of this formula, charge and spin): 4.796 eV
* maximum force: 2.60 eV/Å


no.,molar mass (g mol⁻¹)
1,217.25
2,76.09
3,215.42
4,376.00
5,401.54